No. 1
# C2HLiO2Sc

A molecular structure, C2HLiO2Sc (the ωB97M-V functional and the def2-TZVPD basis, the Open Molecules 2025 dataset).

Summary:
total charge	+3
E_tot	-27052.252	eV
energy above the lowest of the compared OMol25 structures with the same formula, charge and spin	50.73	kJ/mol
frontier orbital gap (spin up / spin down)	6.1 / 6.1	eV
2S+1	1

The geometry in XYZ format:
```
7
Properties=species:S:1:pos:R:3:lowdin_charge:R:1
O -1.329 -0.321 -0.070 -0.270
C -0.584 -0.030 -1.079 0.185
Sc -3.084 0.175 0.705 2.019
Li 0.539 -1.212 0.372 0.763
H -1.194 0.329 -1.941 0.130
C 2.386 0.252 0.791 0.013
O 3.265 0.808 1.223 0.160
```

=====

No. 2
# C2HLiO2Tb

A molecular structure, C2HLiO2Tb (the ωB97M-V functional and the def2-TZVPD basis, the Open Molecules 2025 dataset).

Summary:
total charge	+1
⟨S²⟩	13.040
E_tot	-28814.186	eV
frontier orbital gap (spin up / spin down)	6.6 / 6.6	eV
2S+1	7

The geometry in XYZ format:
```
7
Properties=species:S:1:pos:R:3:mulliken_spin:R:1
O 0.502 -1.358 -1.023 -0.162
C 0.051 -1.271 0.119 -0.386
C -0.634 -0.447 0.897 0.002
H -1.718 -0.361 0.812 0.019
Li 0.596 0.522 -1.775 -0.034
Tb 1.281 1.324 1.240 7.036
O -0.079 1.592 -0.270 -0.475
```

=====

No. 3
# C2HN2O4

2 unconnected molecules or ions with the total composition C2HN2O4 (the ωB97M-V functional and the def2-TZVPD basis, the Open Molecules 2025 dataset).

Summary:
total charge	-1
E_tot	-13251.509	eV
energy above the lowest of the compared OMol25 structures with the same formula, charge and spin	956.58	kJ/mol
frontier orbital gap (spin up / spin down)	6.7 / 6.8	eV
2S+1	1

The geometry in XYZ format:
```
9
Properties=species:S:1:pos:R:3:lowdin_charge:R:1
C 0.453 -1.189 0.301 -0.115
C -0.549 -0.301 0.161 -0.239
N -0.936 1.403 0.403 0.020
N -1.756 -0.775 0.005 -0.092
O -2.861 -0.178 -0.225 -0.146
O -1.818 1.680 -0.385 -0.100
O 1.632 -1.231 0.325 0.043
O 2.684 -0.007 -0.653 -0.366
H 3.152 0.598 0.067 -0.004
```

=====

No. 4
# C2HN2S3

A molecular structure, C2HN2S3 (the ωB97M-V functional and the def2-TZVPD basis, the Open Molecules 2025 dataset).

Summary:
total charge	-1
E_tot	-37574.417	eV
energy above the lowest of the compared OMol25 structures with the same formula, charge and spin	292.23	kJ/mol
frontier orbital gap	6.4	eV
2S+1	1

The geometry in XYZ format:
```
8
Properties=species:S:1:pos:R:3:lowdin_charge:R:1
C -0.994 0.140 1.197 -0.492
C 0.216 -0.616 -0.701 -0.841
N -0.097 0.983 0.851 -0.052
N 0.604 0.565 -0.231 -0.796
S 1.812 1.528 -0.815 0.314
S 1.174 -1.610 -2.537 -0.102
S -1.071 -1.287 0.202 0.915
H -1.644 0.298 2.034 0.054
```

=====

No. 5
# C2HN3O2

2 unconnected molecules or ions with the total composition C2HN3O2 (the ωB97M-V functional and the def2-TZVPD basis, the Open Molecules 2025 dataset).

Summary:
E_tot	-10648.926	eV
energy above the lowest of the compared OMol25 structures with the same formula, charge and spin	682.51	kJ/mol
frontier orbital gap (spin up / spin down)	8.2 / 7.7	eV
2S+1	1

The geometry in XYZ format:
```
8
Properties=species:S:1:pos:R:3:lowdin_charge:R:1
C 1.972 0.627 -0.805 0.166
C -2.098 0.330 0.302 -0.471
N 0.623 -0.743 -1.429 0.080
N 0.778 -1.065 -0.256 -0.166
N 1.538 -0.112 0.287 -0.128
O -2.603 -0.423 0.965 0.239
O -1.744 1.251 -0.316 0.176
H 1.534 0.135 1.252 0.104
```

=====

No. 6
# C2HN3O3

A single C2HN3O3 molecule (the ωB97M-V functional and the def2-TZVPD basis, the Open Molecules 2025 dataset).

Summary:
SMILES string	O=c1nc(O)nno1
E_tot	-12699.036	eV
energy above the lowest of the compared OMol25 structures with the same formula, charge and spin	490.62	kJ/mol
frontier orbital gap	9.7	eV
2S+1	1

The geometry in XYZ format:
```
9
Properties=species:S:1:pos:R:3:lowdin_charge:R:1
C 0.821 -0.006 0.201 -0.544
C -0.756 0.436 -1.324 -0.383
H 1.742 0.017 1.807 0.253
N 0.000 -0.498 1.186 0.066
N -1.267 -0.659 0.981 0.089
N 0.641 0.272 -1.089 0.228
O 1.939 0.037 0.711 0.140
O -1.684 -0.206 -0.215 -0.024
O -1.437 0.607 -2.257 0.173
```

=====

No. 7
# C2HN3O3S

A molecular structure, C2HN3O3S (the ωB97M-V functional and the def2-TZVPD basis, the Open Molecules 2025 dataset).

Summary:
E_tot	-23533.288	eV
energy above the lowest of the compared OMol25 structures with the same formula, charge and spin	25.27	kJ/mol
frontier orbital gap (spin up / spin down)	9.0 / 9.0	eV
2S+1	1

The geometry in XYZ format:
```
10
Properties=species:S:1:pos:R:3:lowdin_charge:R:1
C 0.106 -0.935 -0.782 -0.281
C 0.631 1.286 0.812 -0.410
N 0.211 -2.065 -0.258 -0.228
N 0.591 -3.072 0.096 0.241
N 1.754 1.486 0.516 0.275
O -0.420 0.910 1.150 0.064
O -2.429 -0.744 0.106 -0.261
O -1.485 1.069 -1.289 -0.268
S -1.324 -0.145 -0.566 0.764
H 2.365 2.210 0.214 0.105
```

=====

No. 8
# C2HN3OS

A single C2HN3OS molecule (the ωB97M-V functional and the def2-TZVPD basis, the Open Molecules 2025 dataset).

Summary:
SMILES string	S=Cc1nnno1
E_tot	-19439.928	eV
energy above the lowest of the compared OMol25 structures with the same formula, charge and spin	59.50	kJ/mol
frontier orbital gap	8.0	eV
2S+1	1

The geometry in XYZ format:
```
8
Properties=species:S:1:pos:R:3:lowdin_charge:R:1
C 1.400 0.462 0.065 -0.566
C -0.033 -0.032 0.083 -0.467
H 1.409 1.556 0.177 0.065
N -0.468 -1.255 0.098 0.108
N -1.823 -1.125 -0.071 -0.011
N -2.191 0.030 -0.168 0.079
O -1.002 0.836 -0.068 0.028
S 2.708 -0.472 -0.116 0.763
```

=====

No. 9
# C2HN4

2 unconnected molecules or ions with the total composition C2HN4 (the ωB97M-V functional and the def2-TZVPD basis, the Open Molecules 2025 dataset).

Summary:
total charge	+1
E_tot	-8035.803	eV
energy above the lowest of the compared OMol25 structures with the same formula, charge and spin	478.99	kJ/mol
frontier orbital gap	9.0	eV
2S+1	1

The geometry in XYZ format:
```
7
Properties=species:S:1:pos:R:3:lowdin_charge:R:1
C 0.580 1.357 -0.063 0.257
C -1.361 0.165 -0.164 0.004
N 1.473 0.525 -0.018 0.015
N 2.172 -0.423 0.028 0.000
N 2.972 -1.174 -0.112 0.443
N -2.458 -0.149 0.028 0.191
H -3.380 -0.300 0.302 0.090
```

=====

No. 10
# C2HN4O2S

2 unconnected molecules or ions with the total composition C2HN4O2S (the ωB97M-V functional and the def2-TZVPD basis, the Open Molecules 2025 dataset).

Summary:
total charge	-1
⟨S²⟩	2.010
E_tot	-22975.209	eV
energy above the lowest of the compared OMol25 structures with the same formula, charge and spin	0.00	kJ/mol
frontier orbital gap (spin up / spin down)	4.4 / 6.3	eV
2S+1	3

The geometry in XYZ format:
```
10
Properties=species:S:1:pos:R:3:mulliken_spin:R:1
C -0.465 0.277 -0.172 0.070
C 0.826 0.059 -0.327 0.205
N 0.533 2.566 1.365 0.070
N -0.260 3.165 0.773 -0.001
N 1.972 -0.239 -0.702 0.065
N 3.196 0.319 -0.309 0.414
O 3.551 1.283 -0.961 0.269
O 3.926 -0.292 0.455 0.261
S -0.988 1.589 -1.113 0.644
H -1.136 -0.177 0.429 0.002
```

=====

No. 11
# C2HN5O

A single C2HN5O molecule (the ωB97M-V functional and the def2-TZVPD basis, the Open Molecules 2025 dataset).

Summary:
SMILES string	O=C=Nc1nnn[nH]1
E_tot	-11586.008	eV
energy above the lowest of the compared OMol25 structures with the same formula, charge and spin	0.00	kJ/mol
frontier orbital gap	10.5	eV
2S+1	1

The geometry in XYZ format:
```
9
Properties=species:S:1:pos:R:3:lowdin_charge:R:1
C 0.178 0.519 -0.002 -0.280
C -2.339 0.008 0.003 -0.291
N 0.788 -0.703 -0.003 0.061
N 2.110 -0.531 0.002 -0.017
N 2.319 0.719 0.002 -0.089
N 1.237 1.432 -0.001 0.048
N -1.229 0.511 -0.001 0.209
O -3.438 -0.332 0.000 0.200
H 0.375 -1.624 0.000 0.157
```

=====

No. 12
# C2HN7O6

A single C2HN7O6 molecule (the ωB97M-V functional and the def2-TZVPD basis, the Open Molecules 2025 dataset).

Summary:
SMILES string	O=[N+]([O-])C(n1ncnn1)([N+](=O)[O-])[N+](=O)[O-]
E_tot	-24793.370	eV
energy above the lowest of the compared OMol25 structures with the same formula, charge and spin	6.06	kJ/mol
frontier orbital gap	10.4	eV
2S+1	1

The geometry in XYZ format:
```
16
Properties=species:S:1:pos:R:3:lowdin_charge:R:1
C -2.514 -0.693 -0.929 -0.179
C 0.682 0.091 0.266 -0.022
N -2.743 0.599 -0.505 0.056
N -1.309 -1.065 -0.721 0.119
N -1.614 1.030 -0.063 0.090
N -0.819 -0.069 -0.076 -0.113
N 1.526 0.248 -1.019 -0.357
N 1.147 -1.245 0.942 -0.309
N 0.870 1.438 1.146 -0.291
O 2.713 0.374 -0.806 0.135
O 1.559 -1.981 0.074 0.125
O 1.176 2.400 0.459 0.129
O 0.850 0.327 -1.971 0.171
O 1.172 -1.375 2.120 0.164
O 0.637 1.303 2.309 0.154
H -3.333 -1.381 -1.226 0.128
```

=====

No. 13
# C2HNO

2 unconnected molecules or ions with the total composition C2HNO (the ωB97M-V functional and the def2-TZVPD basis, the Open Molecules 2025 dataset).

Summary:
E_tot	-5622.772	eV
energy above the lowest of the compared OMol25 structures with the same formula, charge and spin	367.36	kJ/mol
frontier orbital gap (spin up / spin down)	7.9 / 7.5	eV
2S+1	1

The geometry in XYZ format:
```
5
Properties=species:S:1:pos:R:3:lowdin_charge:R:1
C -1.548 -0.332 -0.123 -0.283
C 1.141 0.212 0.032 0.090
N -2.670 -0.446 0.070 -0.110
O 1.459 1.327 -0.003 0.184
H 1.619 -0.760 0.024 0.119
```

=====

No. 14
# C2HNO2

2 unconnected molecules or ions with the total composition C2HNO2 (the ωB97M-V functional and the def2-TZVPD basis, the Open Molecules 2025 dataset).

Summary:
E_tot	-7667.850	eV
energy above the lowest of the compared OMol25 structures with the same formula, charge and spin	700.53	kJ/mol
frontier orbital gap (spin up / spin down)	10.7 / 5.5	eV
2S+1	1

The geometry in XYZ format:
```
6
Properties=species:S:1:pos:R:3:lowdin_charge:R:1
C -0.277 -0.868 -1.855 -0.006
C 0.914 0.259 0.988 0.084
N 0.171 0.941 1.582 -0.228
O -0.546 1.575 2.289 0.097
O -0.241 0.029 -1.116 -0.016
H -0.021 -1.935 -1.889 0.069
```

=====

No. 15
# C2HNO2S

A single C2HNO2S molecule (the ωB97M-V functional and the def2-TZVPD basis, the Open Molecules 2025 dataset).

Summary:
SMILES string	O=S(=O)=c1cn1
E_tot	-18504.620	eV
energy above the lowest of the compared OMol25 structures with the same formula, charge and spin	598.09	kJ/mol
frontier orbital gap (spin up / spin down)	7.9 / 7.9	eV
2S+1	1

The geometry in XYZ format:
```
7
Properties=species:S:1:pos:R:3:lowdin_charge:R:1
C -0.636 0.818 1.102 -0.168
C -0.099 -0.418 0.623 -0.163
N 0.628 0.841 1.307 0.166
O 1.616 -0.300 -1.438 -0.313
O -0.329 -1.772 -1.586 -0.347
S 0.267 -0.558 -1.122 0.755
H -1.447 1.389 1.114 0.070
```

=====

No. 16
# C2HNO3

2 unconnected molecules or ions with the total composition C2HNO3 (the ωB97M-V functional and the def2-TZVPD basis, the Open Molecules 2025 dataset).

Summary:
SMILES string	O=C=O.N#CO
E_tot	-9722.297	eV
energy above the lowest of the compared OMol25 structures with the same formula, charge and spin	12.67	kJ/mol
frontier orbital gap	11.8	eV
2S+1	1

The geometry in XYZ format:
```
7
Properties=species:S:1:pos:R:3:lowdin_charge:R:1
C -0.430 0.968 -0.600 -0.384
C 0.238 -1.528 0.241 -0.481
N -1.056 0.301 -1.282 0.188
O 0.057 -2.180 -0.671 0.232
O 0.178 1.881 0.110 0.114
O 0.447 -0.989 1.246 0.183
H 0.565 1.548 0.957 0.147
```

=====

No. 17
# C2HNO3S

2 unconnected molecules or ions with the total composition C2HNO3S (the ωB97M-V functional and the def2-TZVPD basis, the Open Molecules 2025 dataset).

Summary:
⟨S²⟩	2.012
E_tot	-20553.892	eV
energy above the lowest of the compared OMol25 structures with the same formula, charge and spin	30.28	kJ/mol
frontier orbital gap (spin up / spin down)	7.1 / 8.0	eV
2S+1	3

The geometry in XYZ format:
```
8
Properties=species:S:1:pos:R:3:mulliken_spin:R:1
C -0.363 -1.994 0.151 -0.003
C 0.111 1.476 -0.688 0.039
N -0.127 0.788 0.511 0.627
O -0.351 -1.877 -0.971 0.002
O -0.285 2.240 -1.499 -0.027
O -0.348 -2.232 1.258 0.003
S 1.472 0.495 -0.263 1.392
H -0.108 1.105 1.502 -0.033
```

=====

No. 18
# C2HNO4

A molecular structure, C2HNO4 (the ωB97M-V functional and the def2-TZVPD basis, the Open Molecules 2025 dataset).

Summary:
E_tot	-11763.868	eV
energy above the lowest of the compared OMol25 structures with the same formula, charge and spin	522.05	kJ/mol
frontier orbital gap	8.2	eV
2S+1	1

The geometry in XYZ format:
```
8
Properties=species:S:1:pos:R:3:lowdin_charge:R:1
C -0.499 -0.314 0.050 -0.330
C 0.194 -1.051 -1.002 0.036
N -0.982 -1.108 1.643 -0.353
O -1.441 -0.094 -0.786 0.004
O 0.337 -1.825 -1.832 0.287
O -0.106 -1.652 2.241 0.075
O -2.100 -0.850 1.883 0.123
H 0.076 0.550 0.516 0.158
```